Record 1
This record from OMol25 describes C40H40N8O2S2TeTl as an isolated structure. The level of theory is ωB97M-V with the def2-TZVPD basis set.

Each line ends with the Mulliken charge.
Element x y z (Å)
Tl 2.436 -1.169 1.089  1.06
O 3.867 -3.060 2.282  -0.67
N 4.993 -2.539 2.707  0.31
C 5.271 -2.609 4.032  -0.18
C 6.429 -2.115 4.568  -0.75
C 7.358 -1.525 3.712  -0.12
C 7.072 -1.446 2.369  -0.80
C 5.864 -1.929 1.824  0.38
S 5.459 -1.758 0.172  -0.49
H 4.491 -3.075 4.614  0.41
H 6.598 -2.189 5.634  0.38
H 8.287 -1.123 4.098  0.35
H 7.761 -0.988 1.676  0.40
C 0.123 -5.529 1.016  -1.14
C 0.765 -4.314 0.833  -0.20
N 0.147 -3.144 0.998  0.26
C -1.140 -3.146 1.344  -0.36
C -1.872 -4.313 1.558  0.27
C -1.204 -5.522 1.399  -0.45
C -3.255 -4.287 2.082  -0.68
C -4.309 -3.603 1.651  -0.66
C -4.449 -2.834 0.398  0.91
C -5.403 -1.827 0.303  -0.47
C -5.502 -1.150 -0.896  -0.19
N -4.763 -1.470 -1.959  -0.57
C -3.897 -2.463 -1.773  -0.46
N -3.685 -3.149 -0.652  -0.38
H 0.662 -6.457 0.875  0.40
H 1.817 -4.263 0.556  0.42
H -1.605 -2.172 1.477  0.51
H -1.734 -6.455 1.560  0.48
H -3.397 -4.875 2.987  0.41
H -5.204 -3.624 2.264  0.35
H -6.031 -1.576 1.149  0.35
H -6.191 -0.320 -1.019  0.44
H -3.293 -2.743 -2.632  0.69
S 2.329 0.840 4.285  -0.49
C 1.095 1.197 3.286  0.21
N 0.206 1.454 2.563  -0.81
C -6.154 3.856 0.961  -1.55
C -4.764 3.293 0.781  0.69
C -3.868 3.860 -0.111  -0.72
C -2.583 3.355 -0.310  1.44
C -1.719 4.134 -1.274  -1.64
C -2.172 2.208 0.409  -0.13
Te -0.288 1.179 0.108  0.59
N 0.860 2.801 0.058  -0.74
C 2.012 2.348 -0.420  0.14
O 2.260 1.122 -0.648  -0.43
C 3.002 3.387 -0.873  0.31
C 2.981 4.683 -0.358  -0.17
C 3.796 5.662 -0.907  -0.60
C 4.621 5.361 -1.987  -0.34
C 4.653 4.069 -2.493  -0.65
C 3.852 3.081 -1.930  -0.48
C -0.330 1.053 -2.092  0.76
C 0.217 2.030 -2.916  -0.19
C 0.389 1.822 -4.277  -1.11
C 0.020 0.610 -4.842  -0.84
C -0.491 -0.391 -4.028  -0.82
C -0.657 -0.195 -2.657  0.68
C -1.133 -1.352 -1.808  -0.53
C -3.075 1.634 1.333  1.15
C -2.793 0.418 2.195  -1.42
C -4.338 2.195 1.503  -0.78
H -6.230 4.850 0.519  0.35
H -6.414 3.925 2.019  0.37
H -6.898 3.217 0.478  0.28
H -4.161 4.745 -0.669  0.35
H -2.001 5.189 -1.240  0.54
H -1.869 3.782 -2.297  0.31
H -0.670 4.054 -1.010  0.11
H 2.310 4.901 0.465  0.46
H 3.785 6.666 -0.496  0.37
H 5.237 6.135 -2.431  0.37
H 5.300 3.826 -3.328  0.37
H 3.862 2.063 -2.305  0.43
H 0.545 2.972 -2.494  0.56
H 0.820 2.604 -4.890  0.44
H 0.144 0.437 -5.905  0.38
H -0.759 -1.352 -4.461  0.38
H -1.444 -2.198 -2.424  0.54
H -1.981 -1.076 -1.177  0.06
H -0.334 -1.687 -1.143  -0.33
H -1.743 0.173 2.259  -0.03
H -3.351 -0.451 1.832  -0.03
H -3.132 0.613 3.213  0.53
H -5.007 1.745 2.233  0.37
N 1.994 -3.359 -2.297  -0.69
N 2.530 -2.284 -1.531  0.05
H 2.130 -3.210 -3.286  0.25
H 1.001 -3.396 -2.122  0.21
H 2.426 -1.382 -1.988  0.11
H 3.516 -2.454 -1.371  0.13

LUMO ... 1.50 eV
Net charge ... -1
HOMO-LUMO gap ... 5.768 eV
Energy relative to the best compared isomer or geometry (same formula, charge and spin) ... 0.000 eV



Record 2
This record from OMol25 describes a 2-piece molecular cluster, C6H15ClNO overall in a non-equilibrium geometry. The level of theory is ωB97M-V with the def2-TZVPD basis set.

Each line ends with the natural charge from an NBO analysis.
Element x y z (Å)
C -1.189 2.725 0.421  -0.68
C 0.026 -2.050 0.475  -0.44
C 1.971 -0.574 0.690  -0.44
C 0.699 -0.704 -1.382  -0.43
C -0.333 1.554 0.052  -0.20
C -0.225 0.375 0.646  0.42
N 0.591 -0.729 0.100  -0.29
O -0.962 -0.181 1.697  -0.64
Cl -3.033 -0.502 -0.772  -0.26
H -1.664 3.225 -0.410  0.26
H -0.625 3.464 1.021  0.25
H -2.129 2.491 1.016  0.22
H -1.148 -1.962 0.534  0.28
H 0.249 -2.770 -0.366  0.23
H 0.429 -2.373 1.497  0.25
H 2.467 0.249 0.047  0.23
H 2.003 -0.253 1.693  0.24
H 2.618 -1.516 0.809  0.26
H -0.421 -0.511 -1.850  0.27
H 1.365 0.076 -1.837  0.25
H 1.095 -1.657 -1.646  0.23
H -3.931 -0.905 -1.455  0.27
H 0.443 1.772 -0.593  0.20
H -1.334 0.521 2.274  0.52

LUMO (spin up / spin down) ... -2.62 / -6.02 eV
Net charge ... +1
2S+1 ... 3
HOMO-LUMO gap (spin up / spin down) ... 6.609 / 9.220 eV
Energy relative to the best compared isomer or geometry (same formula, charge and spin) ... 0.000 eV